1.
Molecular formula: C30H50I2N7O7P2SbSi3Ti
Method: DFT, wB97M-V/def2-TZVPD

Output
Orbital gap (alpha / beta) = 5.16 / 5.16 eV
Net charge = 0
Molar mass = 1190.41 g/mol

The geometry in XYZ format:
```
103
C30H50I2N7O7P2SbSi3Ti | the Open Molecules 2025 dataset | wB97M-V/def2-TZVPD
Ti 0.449 1.874 0.796
C 1.940 -2.728 -0.246
Sb 0.390 -1.247 -0.033
C 1.802 0.559 -0.205
C 2.867 0.292 0.843
C 2.742 -0.529 1.976
C 3.782 -0.640 2.882
C 4.952 0.068 2.669
C 5.015 0.842 1.521
N 4.024 0.949 0.648
Si 2.768 0.879 -1.853
C 3.845 2.430 -1.930
C 3.952 -0.577 -2.071
C 1.725 0.935 -3.405
C -1.073 -2.161 -1.450
C -1.765 -0.998 -2.096
C -3.038 -1.072 -2.671
C -3.564 0.038 -3.307
C -2.817 1.206 -3.361
C -1.579 1.204 -2.746
N -1.072 0.143 -2.116
Si -2.214 -3.070 -0.210
C -1.214 -4.108 1.004
C -3.194 -1.800 0.767
C -3.439 -4.269 -0.986
Si -0.417 -3.317 -2.817
C -1.741 -3.655 -4.107
C 1.015 -2.545 -3.745
C 0.093 -5.004 -2.160
H 2.876 -2.345 0.149
H 2.081 -2.992 -1.290
H 1.644 -3.613 0.317
H 1.836 -1.088 2.168
H 3.671 -1.278 3.751
H 5.788 0.015 3.352
H 5.916 1.402 1.284
H 4.889 2.117 -2.007
H 3.761 3.061 -1.051
H 3.592 3.028 -2.808
H 4.592 -0.735 -1.204
H 4.602 -0.341 -2.919
H 3.455 -1.520 -2.303
H 1.255 1.909 -3.545
H 0.955 0.169 -3.469
H 2.422 0.787 -4.238
H -3.596 -1.997 -2.642
H -4.544 -0.015 -3.766
H -3.159 2.108 -3.852
H -0.973 2.103 -2.765
H -0.674 -3.502 1.733
H -0.499 -4.771 0.515
H -1.917 -4.736 1.560
H -3.350 -2.151 1.791
H -4.175 -1.616 0.324
H -2.677 -0.841 0.804
H -2.954 -5.087 -1.519
H -4.151 -3.798 -1.664
H -4.017 -4.711 -0.170
H -2.029 -2.748 -4.640
H -2.642 -4.120 -3.705
H -1.314 -4.344 -4.842
H 0.647 -1.952 -4.585
H 1.671 -3.321 -4.148
H 1.620 -1.881 -3.127
H -0.739 -5.543 -1.707
H 0.912 -4.977 -1.439
H 0.430 -5.593 -3.017
N 3.537 4.048 2.884
C 2.952 3.778 1.718
N 2.056 2.836 1.916
C 2.134 2.576 3.250
N 3.029 3.291 3.880
C 1.219 1.590 3.806
C 1.167 1.223 5.140
N 0.308 0.310 5.570
C -0.509 -0.221 4.670
C -0.468 0.136 3.330
N 0.408 1.038 2.900
H 4.261 4.719 3.079
H 3.175 4.258 0.780
H 1.834 1.680 5.859
H -1.221 -0.961 5.014
H -1.117 -0.317 2.592
C -3.692 1.749 2.848
C -3.140 2.903 2.018
O -4.191 3.842 1.847
P -2.699 2.297 0.350
O -2.782 3.473 -0.649
O -3.882 1.356 -0.114
O -1.444 1.423 0.411
P -1.608 3.616 2.825
O -1.970 5.182 2.903
O -1.374 3.040 4.165
O -0.542 3.495 1.746
H -4.626 1.400 2.410
H -3.867 2.099 3.864
H -2.992 0.916 2.894
H -3.808 4.725 1.766
H -2.078 3.896 -1.228
H -4.458 1.776 -0.766
H -2.112 5.449 3.819
I 0.741 3.731 -1.042
I -1.677 4.858 -3.367
```

---

2.
Molecular formula: C5H12OSi
Method: DFT, wB97M-V/def2-TZVPD

Output
<S²> = 2.006
Orbital gap (alpha / beta) = 6.39 / 7.98 eV
Net charge = 0
Spin multiplicity = 3
Molar mass = 116.24 g/mol

The geometry in XYZ format:
```
19
C5H12OSi | the Open Molecules 2025 dataset | wB97M-V/def2-TZVPD
C 0.439 -2.677 0.244
C 0.578 -1.344 0.510
C 0.913 -0.796 1.871
C -0.077 2.745 0.108
C -1.415 -0.004 -1.677
O 0.458 1.491 0.155
Si 0.392 0.146 -0.821
H 0.183 -3.047 -0.818
H 0.552 -3.566 0.834
H 1.785 -0.145 1.872
H 1.155 -1.638 2.646
H -0.043 -0.367 2.209
H -0.062 3.214 1.102
H -1.230 2.562 -0.045
H 0.360 3.427 -0.774
H -1.423 -0.953 -2.250
H -2.187 -0.084 -0.829
H -1.775 0.811 -2.396
H 1.395 0.225 -1.940
```

---

3.
Molecular formula: C21H25NO3S
Method: DFT, wB97M-V/def2-TZVPD

Output
Structure (SMILES) = CC(C)(C)c1ccc([C@H](CC(=O)O)NC(=O)CSc2ccccc2)cc1
Orbital gap = 9.35 eV
Net charge = 0
Molar mass = 371.50 g/mol

The geometry in XYZ format:
```
51
C21H25NO3S | the Open Molecules 2025 dataset | wB97M-V/def2-TZVPD
C -4.687 -1.215 -1.015
C -3.821 -0.350 -0.095
C -4.326 -0.529 1.343
C -3.977 1.115 -0.525
C -2.349 -0.723 -0.155
C -1.434 -0.029 0.635
C -0.087 -0.323 0.604
C 0.399 -1.325 -0.228
C 1.877 -1.612 -0.278
C 2.402 -2.140 1.081
C 2.957 -3.558 0.953
O 2.500 -4.483 1.566
O 3.965 -3.699 0.107
N 2.556 -0.383 -0.669
C 3.863 -0.321 -0.952
O 4.600 -1.294 -0.944
C 4.376 1.065 -1.293
S 4.264 2.198 0.140
C 2.534 2.593 0.270
C 1.685 2.716 -0.825
C 0.354 3.044 -0.630
C -0.133 3.272 0.645
C 0.719 3.171 1.734
C 2.044 2.827 1.551
C -0.502 -2.028 -1.010
C -1.854 -1.732 -0.971
H -4.388 -1.103 -2.055
H -5.726 -0.905 -0.930
H -4.626 -2.264 -0.737
H -3.794 0.118 2.035
H -5.385 -0.289 1.400
H -4.187 -1.559 1.665
H -3.430 1.782 0.135
H -5.027 1.401 -0.504
H -3.602 1.253 -1.537
H -1.770 0.757 1.293
H 0.591 0.230 1.240
H 2.078 -2.360 -1.056
H 1.601 -2.154 1.820
H 3.201 -1.491 1.447
H 4.263 -2.846 -0.304
H 2.006 0.465 -0.636
H 3.849 1.493 -2.144
H 5.440 1.002 -1.517
H 2.052 2.577 -1.831
H -0.300 3.130 -1.484
H -1.169 3.538 0.788
H 0.349 3.353 2.732
H 2.714 2.739 2.393
H -0.148 -2.818 -1.656
H -2.517 -2.307 -1.596
```

---

4.
Molecular formula: C13H30IrN9O3S
Method: DFT, wB97M-V/def2-TZVPD

Output
<S²> = 0.766
Orbital gap (alpha / beta) = 9.38 / 6.18 eV
Net charge = +3
Spin multiplicity = 2
Molar mass = 584.73 g/mol

The geometry in XYZ format:
```
57
C13H30IrN9O3S | the Open Molecules 2025 dataset | wB97M-V/def2-TZVPD
Ir 0.568 -0.695 -0.197
C 3.515 -0.589 1.410
C 3.403 -1.791 0.497
N 1.985 -2.153 0.170
C 1.391 -3.212 1.026
C 0.122 -3.651 0.324
N -0.701 -2.457 -0.071
C -1.964 -2.336 0.730
C -1.754 -1.941 2.179
C -1.305 -0.503 2.348
N 0.077 -0.277 1.827
C 0.570 1.102 2.200
C 1.108 1.830 0.984
N 1.905 0.912 0.129
C 3.302 0.706 0.641
H 4.524 -0.570 1.824
H 2.852 -0.675 2.276
H 3.873 -2.678 0.922
H 3.896 -1.577 -0.451
H 2.042 -2.562 -0.767
H 1.228 -2.827 2.031
H 2.085 -4.050 1.108
H -0.465 -4.329 0.943
H 0.387 -4.189 -0.588
H -1.037 -2.656 -1.013
H -2.482 -3.294 0.661
H -2.585 -1.590 0.232
H -1.077 -2.628 2.696
H -2.716 -2.050 2.682
H -1.307 -0.219 3.401
H -1.972 0.174 1.809
H 0.659 -0.933 2.340
H 1.301 1.011 3.002
H -0.269 1.674 2.594
H 1.701 2.696 1.284
H 0.278 2.173 0.370
H 1.978 1.370 -0.779
H 3.549 1.566 1.263
H 3.973 0.726 -0.217
C -3.576 4.631 -2.383
C -3.094 3.259 -2.632
N -3.278 2.563 -3.729
N -2.682 1.393 -3.507
C -2.117 1.304 -2.303
S -1.368 -0.151 -1.777
N -2.375 2.502 -1.729
N -1.973 2.876 -0.447
H -4.038 5.006 -3.294
H -2.755 5.295 -2.108
H -4.323 4.645 -1.586
H -2.691 0.686 -4.236
H -1.384 3.701 -0.538
H -2.801 3.147 0.079
O 2.013 -0.291 -3.973
N 1.394 -0.081 -2.990
O 1.448 -1.021 -2.036
O 0.958 1.029 -2.628
```

---

5.
Molecular formula: C28H58BCl48NO4
Method: DFT, wB97M-V/def2-TZVPD

Output
Orbital gap = 8.81 eV
Net charge = 0
Molar mass = 2185.33 g/mol

The geometry in XYZ format:
```
140
C28H58BCl48NO4 | the Open Molecules 2025 dataset | wB97M-V/def2-TZVPD
C -4.369 -1.827 5.554
C -5.189 -1.614 4.272
N -4.968 -2.588 3.226
O -4.753 -3.911 3.739
C -4.037 -4.655 2.877
O -4.447 -5.718 2.480
O -2.864 -4.138 2.424
B -1.998 -3.609 3.397
C -1.567 -4.396 4.692
O -1.498 -2.367 3.151
H -3.631 -2.609 5.470
H -3.825 -0.913 5.772
H -5.045 -1.973 6.386
H -6.246 -1.525 4.509
H -4.887 -0.655 3.841
H -4.243 -2.312 2.579
H -0.488 -4.517 4.739
H -2.068 -5.363 4.690
H -1.833 -3.892 5.630
H -1.074 -2.031 3.946
C -2.561 -4.212 8.645
Cl -4.106 -4.711 7.949
Cl -1.789 -2.945 7.676
H -2.731 -3.827 9.643
H -1.899 -5.069 8.682
C -0.802 -2.955 -0.261
Cl 0.712 -3.857 -0.104
Cl -0.799 -1.933 -1.705
H -1.624 -3.658 -0.331
H -0.928 -2.323 0.612
C -4.539 2.592 5.065
Cl -5.294 1.941 6.524
Cl -3.790 1.328 4.078
H -5.297 3.084 4.475
H -3.772 3.299 5.354
C -8.914 -0.162 7.027
Cl -7.577 -1.251 7.409
Cl -8.722 0.595 5.441
H -9.836 -0.731 7.029
H -8.952 0.617 7.780
C 2.814 -1.882 -3.328
Cl 2.665 -2.372 -5.022
Cl 4.354 -2.403 -2.637
H 2.753 -0.802 -3.274
H 2.004 -2.331 -2.762
C -6.470 5.919 6.303
Cl -6.782 5.276 4.690
Cl -5.004 5.257 7.052
H -6.355 6.994 6.226
H -7.315 5.674 6.936
C 0.845 -0.325 -7.575
Cl 1.808 -0.056 -9.035
Cl 0.459 1.196 -6.759
H -0.081 -0.817 -7.853
H 1.413 -0.947 -6.896
C -1.981 0.403 -10.568
Cl -2.898 -0.673 -9.496
Cl -2.537 2.077 -10.434
H -0.940 0.360 -10.290
H -2.111 0.074 -11.587
C -0.275 2.679 2.989
Cl -1.170 4.196 2.862
Cl 0.109 2.296 4.671
H -0.882 1.880 2.578
H 0.650 2.770 2.432
C -3.521 8.440 4.498
Cl -3.337 7.962 6.193
Cl -5.209 8.453 3.980
H -3.120 9.439 4.377
H -2.972 7.739 3.880
C -3.652 3.862 -0.540
Cl -1.906 3.618 -0.425
Cl -4.413 3.901 1.057
H -3.840 4.806 -1.038
H -4.081 3.047 -1.111
C 6.157 -1.136 -6.132
Cl 7.504 -2.220 -6.504
Cl 4.967 -1.113 -7.435
H 5.674 -1.483 -5.224
H 6.543 -0.133 -5.992
C 3.875 2.780 5.312
Cl 3.707 2.057 3.710
Cl 5.317 2.188 6.149
H 3.954 3.855 5.203
H 3.002 2.526 5.901
C -4.701 3.681 10.206
Cl -3.217 4.457 10.776
Cl -4.687 1.939 10.506
H -5.544 4.118 10.727
H -4.789 3.849 9.139
C 0.212 1.003 -13.760
Cl 0.784 0.607 -12.124
Cl -1.498 0.618 -14.004
H 0.347 2.057 -13.930
H 0.794 0.429 -14.472
C 1.181 -3.377 10.719
Cl -0.064 -4.571 11.115
Cl 1.551 -3.371 8.993
H 0.821 -2.395 11.002
H 2.082 -3.619 11.269
C 9.826 -1.866 -9.293
Cl 9.680 -2.327 -10.993
Cl 11.323 -2.483 -8.576
H 9.819 -0.786 -9.220
H 8.996 -2.290 -8.742
C 9.844 -5.784 -8.810
Cl 10.045 -6.429 -7.177
Cl 8.152 -5.842 -9.331
H 10.169 -4.751 -8.817
H 10.440 -6.373 -9.496
C -1.128 -7.522 13.363
Cl 0.213 -8.592 12.942
Cl -2.386 -7.527 12.120
H -1.563 -7.858 14.297
H -0.748 -6.513 13.468
C 5.907 -6.032 -6.247
Cl 4.814 -4.650 -6.103
Cl 6.417 -6.630 -4.663
H 5.392 -6.829 -6.770
H 6.786 -5.726 -6.803
C 3.685 3.013 -12.138
Cl 5.008 1.909 -12.532
Cl 2.493 3.093 -13.440
H 3.189 2.658 -11.241
H 4.091 4.002 -11.979
C 8.055 3.285 8.158
Cl 7.334 4.894 8.048
Cl 8.948 3.068 9.669
H 7.263 2.547 8.115
H 8.738 3.152 7.328
C -2.797 3.086 -6.861
Cl -3.706 1.999 -5.804
Cl -3.358 4.759 -6.718
H -1.752 3.045 -6.584
H -2.926 2.763 -7.887
C 2.631 7.303 -13.437
Cl 1.438 6.188 -14.112
Cl 3.407 6.669 -11.980
H 3.393 7.490 -14.183
H 2.129 8.227 -13.177
```

---

6.
Molecular formula: C10H19O5S
Method: DFT, wB97M-V/def2-TZVPD

Output
Orbital gap = 9.95 eV
Net charge = +1
Molar mass = 251.32 g/mol

The geometry in XYZ format:
```
35
C10H19O5S | the Open Molecules 2025 dataset | wB97M-V/def2-TZVPD
C 2.277 0.964 2.645
C 2.820 1.476 1.705
C 3.529 2.108 0.566
C 3.344 1.321 -0.738
C 1.874 0.926 -1.014
S 1.681 -0.865 -1.323
C 1.873 -1.769 0.235
O 2.311 -3.091 -0.060
O 2.272 -3.785 1.156
C -0.110 -1.032 -1.781
O -0.762 0.153 -1.529
C -2.058 -0.056 -0.968
O -2.518 1.140 -0.457
C -3.891 1.091 -0.092
C -4.245 0.100 1.034
O -5.641 -0.155 1.035
H 2.118 0.468 3.575
H 4.586 2.099 0.846
H 3.178 3.141 0.495
H 3.651 1.970 -1.564
H 4.006 0.449 -0.783
H 1.524 1.399 -1.936
H 1.178 1.204 -0.218
H 2.600 -1.297 0.906
H 0.881 -1.865 0.702
H 1.341 -3.992 1.345
H -0.193 -1.347 -2.828
H -0.473 -1.877 -1.173
H -1.949 -0.784 -0.148
H -2.752 -0.396 -1.758
H -4.186 2.083 0.256
H -4.500 0.900 -0.994
H -3.742 -0.875 0.959
H -3.951 0.539 1.992
H -5.915 -0.227 0.114
```

---

7.
Molecular formula: C33H37Cl4F6HgN7O2P
Method: DFT, wB97M-V/def2-TZVPD

Output
Orbital gap = 8.58 eV
Net charge = +1
Molar mass = 1051.07 g/mol

The geometry in XYZ format:
```
91
C33H37Cl4F6HgN7O2P | the Open Molecules 2025 dataset | wB97M-V/def2-TZVPD
Hg -1.384 0.869 -0.890
P -0.261 -0.319 1.858
F 1.036 0.609 2.048
F -0.806 -0.123 3.403
F -1.124 0.951 1.489
F -1.532 -1.180 1.473
F 0.192 -0.384 0.269
F 0.498 -1.727 2.204
N -0.067 2.766 -0.881
C 0.225 3.521 0.275
C 0.975 4.682 0.255
C 1.478 5.221 -0.934
C 1.248 4.520 -2.114
C 0.437 3.339 -2.029
H -0.117 3.131 1.223
H 1.159 5.265 1.145
H 2.080 6.117 -0.953
H 1.597 4.866 -3.076
H 0.268 2.843 -2.973
N -3.327 1.854 0.029
C -3.988 2.925 -0.468
C -5.167 3.533 0.103
C -5.686 2.955 1.221
C -5.104 1.825 1.768
C -3.952 1.332 1.097
H -3.488 3.444 -1.273
H -5.641 4.448 -0.220
H -6.501 3.433 1.746
H -5.584 1.317 2.592
H -3.496 0.412 1.432
N 4.623 0.627 0.265
C 4.180 1.901 0.478
C 4.441 3.049 -0.329
C 5.544 2.919 -1.230
C 6.083 1.673 -1.477
C 5.626 0.570 -0.719
H 3.433 2.033 1.247
H 3.925 3.980 -0.141
H 5.786 3.803 -1.802
H 6.953 1.637 -2.116
H 6.116 -0.387 -0.822
N 0.390 0.120 -2.421
C 0.191 -0.330 -3.695
C 1.175 -0.552 -4.680
C 2.486 -0.295 -4.368
C 2.792 0.143 -3.132
C 1.762 0.395 -2.248
H -0.805 -0.605 -4.010
H 0.976 -0.903 -5.682
H 3.180 -0.483 -5.174
H 3.794 0.337 -2.781
H 2.005 0.838 -1.293
N -2.127 -1.260 -1.560
C -1.455 -2.472 -1.384
C -1.728 -3.680 -2.039
C -2.746 -3.600 -2.973
C -3.536 -2.506 -3.202
C -3.199 -1.383 -2.435
H -0.692 -2.430 -0.620
H -1.208 -4.620 -1.934
H -2.970 -4.507 -3.514
H -4.354 -2.572 -3.904
H -3.781 -0.501 -2.656
N 1.237 -5.584 -1.954
C 1.851 -4.836 -2.933
C 2.519 -3.648 -2.560
C 2.409 -3.116 -1.243
C 1.616 -3.789 -0.327
C 1.067 -5.023 -0.744
H 1.781 -5.235 -3.934
H 3.106 -3.122 -3.298
H 2.825 -2.185 -0.886
H 1.318 -3.357 0.617
H 0.476 -5.717 -0.165
C -2.395 -2.884 4.261
N -3.899 -2.709 4.001
O -4.714 -2.750 4.898
O -4.165 -2.489 2.792
H -1.780 -3.398 3.522
H -2.285 -3.468 5.174
H -1.888 -1.927 4.388
C 2.913 -0.518 3.882
Cl 3.297 0.918 4.752
Cl 3.953 -1.830 4.357
H 1.909 -0.817 4.185
H 3.033 -0.480 2.799
C -2.843 0.901 6.159
Cl -3.741 1.505 4.800
Cl -3.834 -0.013 7.270
H -1.892 0.442 5.890
H -2.704 1.751 6.828
```